The following is a quantum chemistry calculation of a molecular structure, C45H48AlN4O4PSSb, from OMol25.

## Properties
- Total charge: +1
- Orbital gap: 7.560 eV
- Multiplicity: 1
- DFT total energy: -94845.0943 eV

Geometry as XYZ:
```
105
Properties=species:S:1:pos:R:3:forces:R:3
H 0.866 0.227 4.875 0.533 0.349 0.323
C 3.849 -1.111 -2.686 -0.008 -0.165 -1.131
C -2.375 0.496 -1.951 -0.628 0.113 -0.087
O -3.729 3.667 -2.760 -0.011 0.217 -0.092
H 0.998 2.578 -0.594 0.501 -0.435 0.178
C -4.318 -0.179 1.724 0.181 -0.871 -0.556
H -0.085 3.611 -4.217 -0.539 0.075 0.256
C 1.299 -1.462 -4.426 -0.732 -1.090 -1.394
C -3.039 -4.986 1.180 0.801 0.525 2.489
H 4.926 -0.419 5.575 -0.684 -0.074 -0.476
C 1.848 7.410 -4.038 0.288 -0.310 -0.588
H 1.048 -0.434 -4.576 -0.250 0.788 -0.227
C -1.947 -0.678 1.259 -1.013 -0.125 0.065
C -0.518 1.449 -1.441 -0.180 -0.305 0.552
H 1.342 -4.412 -2.229 0.464 0.091 -0.085
H 3.704 1.041 1.342 0.676 -0.714 -0.485
H 2.697 -4.119 -3.401 -0.184 -0.040 -0.203
C -1.235 0.196 5.363 1.075 1.267 1.076
C -0.300 -0.151 3.158 0.138 0.321 -0.070
C 4.172 -0.959 4.975 -0.297 0.003 -0.184
C -1.691 -2.840 -1.465 0.965 0.802 0.487
C -0.960 -3.844 2.720 -0.352 -0.806 0.546
C 0.984 2.686 2.505 0.971 -0.880 0.311
C -2.481 0.242 4.848 -0.491 -0.512 -0.029
C -3.060 -5.094 2.606 0.671 -0.189 -1.067
C -2.009 -4.068 -0.911 -1.218 -1.004 0.087
C -2.572 -5.094 -1.712 0.351 0.156 0.778
C 3.209 -3.050 4.323 0.789 -1.851 1.038
N 0.102 -2.996 0.676 -0.069 0.478 0.087
C 2.377 -1.010 3.306 0.571 0.139 0.491
H 4.746 -2.861 5.792 0.346 -0.156 0.136
H 1.537 7.967 -3.187 -0.514 0.556 0.682
C -0.836 4.181 -3.636 -0.118 0.446 -0.593
H 4.047 -1.453 -3.740 0.038 0.566 0.963
C -1.996 -4.297 0.567 0.428 0.366 -0.290
H -3.368 0.473 5.436 0.302 -0.211 0.139
H 2.938 7.375 -3.952 -0.089 0.064 -0.393
C -1.796 -2.736 -2.845 0.038 1.779 -0.076
H 4.475 -1.716 -2.044 0.191 0.024 0.290
C 1.336 5.961 -3.918 1.078 0.130 0.337
H -4.770 0.381 3.707 -0.103 -0.229 0.116
C -2.691 -0.073 3.486 -0.816 0.739 1.082
H 3.128 5.239 1.858 -0.007 -0.283 -0.045
C -4.017 0.017 3.021 -0.210 0.568 0.044
H 0.792 -2.556 1.311 -0.558 -0.748 -0.447
C -0.841 3.832 -2.149 -1.831 -0.091 -0.085
H 0.112 3.922 -1.678 0.641 0.076 0.085
H -2.898 -5.990 -1.185 0.186 -0.058 -0.443
O -4.612 1.702 -2.970 -0.954 -0.234 -0.404
Al -0.969 -1.392 -0.261 0.350 -0.973 -0.260
C -0.121 0.190 4.479 -1.229 -1.626 -0.063
H 0.557 -3.623 0.014 0.246 0.342 -0.072
H 3.339 0.772 4.054 -0.162 0.440 -0.114
H 3.022 -3.878 -1.697 -0.443 -0.462 -0.072
H 0.028 2.513 3.047 0.694 0.154 -0.753
O -0.673 6.212 -5.326 -1.105 0.076 -1.208
C -1.994 -4.540 3.338 -1.125 -0.273 -0.390
H -3.850 -5.390 0.624 -0.437 -0.184 -0.457
H 2.088 -1.728 -5.169 -0.501 0.022 0.764
H -3.598 -0.905 -0.149 0.027 -0.093 -0.274
C 3.492 3.166 1.378 0.114 -0.470 1.386
C 1.523 4.000 2.420 -2.746 -1.159 0.653
C -3.296 -0.614 0.842 1.285 0.263 1.453
C 2.235 -3.816 -2.467 0.302 0.271 0.590
H -3.082 -0.266 -2.153 -0.441 -0.567 0.154
H 4.510 3.376 1.106 0.213 -0.131 -0.497
N -1.278 2.408 -1.955 -0.923 0.993 -0.335
C 1.798 1.563 2.098 -1.081 1.564 0.556
H 4.093 -0.037 -2.569 -0.310 -0.665 -0.061
H -2.575 -3.474 -4.659 0.196 -0.162 -0.349
H -3.145 -5.700 -3.726 0.021 0.379 0.587
C -2.512 1.791 -2.268 1.064 1.246 -0.065
H 1.780 5.313 -4.691 -0.668 0.264 -0.051
C -2.749 -4.917 -3.062 0.042 0.102 -0.857
H 1.528 7.963 -4.957 0.298 -0.822 0.716
C -2.361 -3.692 -3.628 -0.496 -1.122 -0.310
H -1.054 0.348 6.444 -0.164 -0.043 -0.768
H 0.374 -2.067 -4.626 0.894 0.532 0.002
H 0.904 4.841 2.745 0.249 -0.335 0.094
O -1.014 6.724 -2.898 0.738 -0.829 -0.751
H -1.500 -1.783 -3.314 -0.206 -0.413 0.104
C 2.384 -2.402 3.455 -0.960 -0.308 -1.340
H 1.411 1.593 -2.043 0.227 0.157 0.513
H -1.979 -4.623 4.412 -0.057 -0.080 0.186
C 3.262 -0.294 4.105 1.314 -0.695 0.723
P 1.235 -0.198 2.131 -0.591 0.180 0.039
H -1.546 4.499 -1.597 0.467 -0.567 -0.527
N -3.714 2.457 -2.723 1.033 -0.310 0.513
H 1.630 5.500 -2.981 0.258 0.202 0.481
H -0.180 -3.494 3.391 0.030 0.289 -0.469
N -1.170 0.306 -1.363 0.329 -1.248 -0.507
H 1.734 -3.027 2.829 0.279 0.318 0.349
C -0.947 -3.762 1.348 -0.197 0.487 -0.059
H -5.333 -0.139 1.384 -0.372 0.207 -0.187
H 1.263 0.754 -0.471 -0.413 0.738 -0.285
H -3.856 -5.691 3.082 0.517 0.592 -0.166
C 4.123 -2.347 5.088 -0.255 1.143 -0.038
S -0.414 5.926 -3.961 -0.308 0.115 1.096
C 2.742 4.220 1.898 1.469 0.577 -1.258
H -1.856 4.097 -4.092 0.956 -0.088 0.399
C 0.875 1.600 -1.073 1.091 0.274 -0.316
Sb 1.792 -1.728 -2.425 0.339 0.042 0.739
C 3.059 1.850 1.560 -0.678 1.004 -0.006
H 3.229 -4.167 4.483 -0.423 1.317 -0.597
C -1.633 -0.352 2.641 0.882 0.080 -1.825
```
Forces are in eV/Å.

Atomic partial charges in e from the Löwdin method, atoms 1 to 99: 0.09 -0.32 -0.03 0.11 0.09 -0.06 0.12 -0.36 0.00 0.12 -0.10 -0.02 -0.11 -0.32 0.00 0.10 0.01 -0.05 -0.30 -0.05 -0.16 -0.03 -0.04 -0.02 -0.03 -0.18 -0.03 -0.09 0.08 -0.38 0.10 0.06 -0.20 0.02 -0.13 0.12 0.08 -0.16 -0.01 -0.32 0.12 -0.18 0.12 -0.03 0.03 -0.11 0.10 0.11 0.13 0.36 -0.08 0.10 0.10 0.01 0.11 -0.29 -0.06 0.10 0.04 0.08 -0.07 -0.09 -0.08 -0.32 0.12 0.10 0.09 -0.38 0.01 0.11 0.12 -0.08 0.11 -0.06 0.10 -0.08 0.12 0.01 0.11 -0.30 0.08 -0.12 0.11 0.10 -0.09 1.11 0.15 -0.34 0.09 0.10 0.09 0.07 -0.22 0.11 0.02 0.11 -0.08 0.63 -0.11

The following is a quantum chemistry calculation of a molecular structure, C18H16Br2ClN6O4STi, from OMol25.

## Properties
- Total charge: +1
- Orbital gap (spin up / spin down): 6.447 / 8.733 eV
- Multiplicity: 3
- DFT total energy: -222604.7796 eV
- Relative energy (zero: lowest compared OMol25 entry of this formula, charge and spin): 10.5 kJ/mol

Geometry as XYZ:
```
49
Properties=species:S:1:pos:R:3:forces:R:3
H 1.814 -1.841 -1.687 0.004 0.004 0.002
H -2.978 0.618 0.801 0.031 -0.034 0.026
C 2.462 -1.051 -1.330 0.073 -0.032 0.023
C 1.900 2.246 0.118 0.104 -0.007 -0.075
H 4.609 1.763 0.044 0.011 0.011 -0.017
C 0.769 -4.336 0.834 -0.132 -0.001 -0.064
Br 2.656 6.201 0.989 0.001 -0.008 -0.002
N 0.571 2.133 0.273 0.167 -0.234 0.008
H -3.897 1.058 -3.079 -0.004 0.000 0.002
C -3.290 0.803 -1.206 -0.004 -0.035 -0.079
C -0.136 3.205 0.627 0.007 -0.026 0.053
H -1.547 -4.827 -1.572 0.003 -0.006 0.002
H -6.105 1.615 -2.772 0.002 -0.008 -0.003
Br 6.484 -0.275 -0.953 -0.009 0.000 0.000
N 1.855 0.009 -0.785 0.090 0.069 0.099
S -1.693 0.477 -1.756 0.110 0.087 0.128
H -4.601 0.993 0.349 0.007 0.007 0.006
C 2.557 3.449 0.328 -0.084 0.073 0.015
Ti -0.097 0.030 0.203 -0.363 -0.217 -0.006
C -1.005 -2.956 -0.693 0.023 -0.012 0.025
H 3.622 3.549 0.193 0.006 -0.009 -0.016
C 3.833 -1.171 -1.433 -0.032 0.002 -0.002
O 0.787 -0.065 2.220 -0.004 0.036 -0.034
N -4.213 1.075 -2.123 -0.009 -0.024 -0.001
N -0.254 -2.279 0.187 0.005 0.201 0.045
Cl -0.448 0.225 3.007 0.249 -0.046 -0.376
C 4.616 -0.150 -0.914 -0.052 0.029 0.026
H 0.101 -6.108 -0.186 0.000 -0.005 0.000
C 4.007 0.969 -0.367 0.019 -0.158 -0.148
C 0.602 -2.963 0.950 0.058 0.014 -0.011
N 2.520 -5.529 2.309 0.023 -0.010 -0.015
C 2.622 1.029 -0.355 0.020 0.287 0.099
C 0.435 4.443 0.845 -0.021 0.008 0.004
C -5.602 1.391 -1.837 -0.010 0.017 0.010
H -5.679 2.269 -1.193 0.000 0.001 -0.003
H 1.182 -2.396 1.669 0.003 -0.007 -0.009
O -1.497 0.132 1.959 -0.266 0.005 -0.069
O -0.646 -0.757 3.991 -0.036 -0.149 0.133
O -0.392 1.541 3.511 -0.002 0.169 0.118
H 4.275 -2.047 -1.885 0.013 0.002 0.002
C 1.739 -5.004 1.653 0.017 -0.018 0.087
H -1.200 3.053 0.753 0.003 0.023 -0.001
C -0.917 -4.328 -0.850 -0.013 0.005 -0.009
H -1.685 -2.363 -1.291 0.004 -0.009 -0.001
H -0.173 5.288 1.131 0.003 0.004 0.003
N -3.648 0.821 0.075 -0.037 -0.004 0.005
H -6.111 0.546 -1.369 0.000 0.002 0.002
C -0.009 -5.037 -0.084 0.020 0.041 0.023
C 1.808 4.555 0.699 0.002 -0.036 -0.004
```
Forces are in eV/Å.

Now the Löwdin charges, all in e: 0.12 0.06 -0.09 -0.18 0.11 -0.18 0.84 0.01 0.12 -0.81 -0.09 0.12 0.10 0.84 0.01 0.67 0.11 -0.03 0.67 -0.11 0.11 -0.07 -0.41 -0.05 -0.01 0.73 -0.66 0.13 -0.03 -0.06 0.19 -0.18 -0.07 -0.05 0.10 0.12 -0.44 -0.23 -0.25 0.12 -0.16 0.13 -0.02 0.08 0.12 0.16 0.10 0.02 -0.66

The following is a quantum chemistry calculation of a molecular structure, C33H56Cl3N2O16Zr, from OMol25.

## Properties
- Total charge: +1
- Orbital gap: 6.202 eV
- Multiplicity: 1
- DFT total energy: -109708.5452 eV

Geometry as XYZ:
```
111
Properties=species:S:1:pos:R:3:forces:R:3
H 3.734 -4.078 -4.841 -0.066 0.320 0.360
O 2.510 -2.465 -4.144 1.117 -0.292 -1.399
H -4.877 -0.423 -1.546 -0.469 0.869 0.679
C 6.081 0.167 -1.148 -1.419 1.061 0.116
C -3.132 -2.197 2.494 1.487 -0.072 1.478
C -1.192 2.328 -2.735 -0.307 -0.901 1.511
H -3.854 -0.480 3.733 -0.012 0.022 -0.168
H -3.052 -1.722 4.622 -0.145 -0.251 0.050
H 1.713 -5.528 -4.880 0.160 0.176 -0.351
H 7.300 1.879 -1.357 0.208 0.270 0.415
H -4.296 -3.990 2.041 0.083 0.115 -0.392
H 5.396 -2.333 -1.243 0.255 0.401 -0.084
H 5.218 2.646 -2.353 0.236 -0.074 -0.122
C -0.751 1.208 -1.819 0.790 -0.568 0.210
C 2.445 1.595 4.522 1.596 -0.744 -0.234
H 0.765 2.014 5.590 -0.647 0.125 -0.065
H 4.345 2.365 1.384 -0.266 -0.725 0.222
H -5.835 -1.349 2.482 -0.390 -0.351 0.639
H 5.280 0.280 1.456 0.070 -0.059 -0.084
H -4.859 -3.263 3.498 1.223 -0.079 0.730
H -4.666 0.748 2.248 0.264 -0.875 0.101
C -2.026 -3.249 2.833 0.540 0.271 -0.479
O 2.357 0.815 3.337 1.172 -0.453 -1.691
H 5.522 3.584 -0.888 -0.493 0.122 -0.017
H 1.052 3.297 4.471 0.073 -0.193 -0.861
H -2.105 -0.579 3.788 0.189 -0.119 -0.825
H 3.927 -0.839 1.349 -0.293 0.244 0.214
C 4.893 -0.584 0.914 -1.396 0.090 0.071
C -4.120 -0.821 0.530 1.042 -0.334 0.476
H 4.114 -1.642 -2.302 0.257 0.176 -0.036
H 5.482 -1.473 1.142 0.441 0.149 -0.440
C -4.413 0.566 1.203 -0.157 0.006 -0.963
C 4.663 -0.321 -0.598 2.260 -0.709 -0.276
H 1.797 2.959 -1.351 0.230 0.446 0.680
C -1.477 5.482 1.510 -1.678 -2.324 0.633
O -0.987 -2.562 -1.250 -1.379 -3.771 -0.755
H -3.556 1.193 0.958 0.149 0.056 0.184
H 0.776 -4.163 -5.588 -0.272 0.029 0.346
H 2.750 0.832 5.239 -0.625 0.399 0.716
C -0.925 4.085 1.948 -0.640 0.938 0.267
C 1.116 2.215 4.578 -1.958 -0.388 2.128
C -3.013 -1.172 3.681 -0.935 -0.313 0.372
O -1.657 -0.967 0.967 1.912 0.357 -0.545
O -2.150 -4.409 -0.565 -1.092 2.417 2.637
O 0.287 1.448 3.655 0.898 0.206 -0.772
C 2.788 -3.576 -5.045 -0.431 0.012 -1.591
H -6.171 -1.380 0.147 0.109 0.313 -0.443
C -4.437 -3.022 2.522 -1.355 0.954 0.352
H -2.069 1.987 -3.286 0.271 -0.067 -0.373
O 0.856 0.262 1.766 -0.118 -0.223 1.152
H 6.540 1.701 0.277 0.241 0.290 -0.018
N 3.615 0.656 -0.995 0.275 -0.118 -0.239
C 3.577 2.696 0.685 0.749 -0.061 -0.324
H -0.337 2.577 -3.363 -0.278 0.243 -0.044
H -6.496 -2.970 1.930 -0.229 0.355 0.113
H -3.168 -6.121 -0.576 -0.281 0.199 0.011
C 6.396 1.630 -0.801 -1.134 -0.221 -0.737
O 2.293 0.168 -0.690 -1.751 -0.983 0.838
H -1.556 3.099 -2.056 0.531 0.346 -0.472
H -3.290 0.351 -1.194 -0.019 -0.101 -0.024
O -1.272 -4.527 -2.451 0.996 1.295 -2.661
H 3.262 3.913 -1.958 -0.429 0.088 0.253
H -2.178 -3.778 3.774 -0.443 0.421 0.227
H -0.878 3.989 3.032 -0.323 -0.246 -0.054
C -3.940 -0.501 -0.995 0.494 -1.007 0.295
H -3.608 -1.385 -1.539 0.951 -0.154 0.313
C -2.069 -5.724 -2.386 -0.031 0.040 -0.454
H 3.671 3.774 0.820 0.107 0.332 -0.971
C -5.649 -2.283 1.952 1.438 0.153 -1.018
H 2.737 -3.253 -6.085 0.700 0.610 0.228
O 1.408 -2.160 -2.253 0.188 -2.245 -1.454
C 0.674 5.331 0.986 4.591 1.790 -3.628
H -1.910 -4.067 2.122 -0.179 0.263 -0.511
H -2.243 5.271 0.765 -0.111 0.499 0.033
H 6.882 -0.446 -0.736 -0.233 -0.337 -0.105
Cl -2.538 5.686 -2.055 -0.654 -0.164 -0.112
H 2.767 2.315 -2.563 0.160 0.240 -0.590
C -1.487 -3.714 -1.442 2.763 2.252 0.917
H 2.552 2.561 1.032 0.075 -0.782 -0.055
C 1.149 0.775 2.835 -0.817 0.769 -0.340
O -0.387 0.075 -2.235 0.107 -1.811 -1.378
H -1.442 -6.613 -2.317 0.290 0.298 0.635
Zr 0.267 -0.806 -0.314 -0.579 3.722 -0.830
H -5.079 -2.740 -0.006 0.498 0.197 -0.452
O -0.609 1.279 -0.574 -0.147 1.032 1.686
C 4.490 -1.729 -1.282 -1.004 0.636 0.521
H -3.859 -4.927 -1.717 -0.118 0.818 0.748
C 1.679 -2.884 -3.224 -0.391 1.498 1.647
Cl -3.876 3.379 -0.858 -0.076 0.044 0.121
C -2.946 -5.288 -1.243 -1.147 -3.664 -0.408
N -2.912 -1.587 1.164 -1.112 -0.445 -2.212
H -2.649 -5.875 -3.296 0.161 0.469 -0.121
H 3.756 -2.327 -0.741 -0.278 0.035 0.124
C 1.558 -4.449 -4.885 0.954 -0.049 0.752
H 3.237 2.343 4.529 0.161 -0.174 -0.718
C -4.031 5.068 -1.313 -0.905 0.406 -0.607
C 5.256 2.596 -1.264 0.562 -1.569 0.434
O 0.397 4.173 1.491 0.959 -2.160 0.742
O -0.402 6.098 0.908 0.243 1.636 0.076
H -5.258 0.993 0.663 -0.110 0.105 -0.216
H -1.448 3.258 1.467 0.198 -0.086 0.149
O 1.267 -4.121 -3.536 -1.781 0.285 2.061
C 2.836 2.949 -1.679 0.376 -1.689 -0.788
C 3.847 2.166 -0.798 -1.682 0.733 1.980
O 1.774 5.632 0.470 -3.497 -0.809 2.114
H 6.056 0.090 -2.235 0.108 -0.216 -0.115
H -1.910 5.969 2.384 0.261 0.618 -0.298
H -4.166 5.664 -0.411 -0.330 -0.171 -0.295
H -1.065 -2.742 2.922 0.127 -0.003 -0.065
C -5.265 -1.825 0.557 -1.438 -0.134 0.576
Cl -5.568 5.253 -2.367 1.754 0.022 0.945
```
Forces are in eV/Å.

Atomic partial charges in e from the Löwdin method, atoms 1 to 99: 0.14 0.10 0.09 -0.14 -0.46 0.02 0.06 0.08 0.14 0.11 0.11 0.08 0.11 -0.65 -0.10 0.14 0.06 0.11 0.07 0.12 0.07 -0.05 0.09 0.12 0.14 0.07 0.06 -0.04 -0.41 0.07 0.08 -0.04 -0.46 0.07 -0.12 -0.04 0.04 0.14 0.15 -0.08 -0.10 -0.03 -0.35 0.11 0.08 -0.07 0.12 -0.14 0.10 0.01 0.10 -0.07 -0.02 0.11 0.12 0.15 -0.17 -0.35 0.00 0.05 0.09 0.09 0.08 0.12 -0.03 0.07 -0.06 0.07 -0.18 0.14 0.02 -0.56 0.06 0.07 0.11 0.58 0.08 -0.47 0.06 -0.50 -0.11 0.14 2.14 0.11 -0.10 -0.04 0.15 -0.52 0.60 -0.14 -0.11 0.14 0.06 -0.09 0.15 -1.44 -0.13 0.07 0.09

The following is a quantum chemistry calculation of C4H11N3S in the gas phase, from OMol25.

## Properties
- SMILES: C/C(=N/S)[C@@H](N)CN
- Orbital gap: 8.619 eV
- Multiplicity: 1
- DFT total energy: -19628.2962 eV
- Relative energy (zero: lowest compared OMol25 entry of this formula, charge and spin): 372.9 kJ/mol

Geometry as XYZ:
```
19
Properties=species:S:1:pos:R:3:forces:R:3
C 0.316 0.735 -0.649 -1.577 3.007 -0.870
H 0.489 -1.414 -0.893 -0.009 0.759 0.183
H -1.709 -0.783 -1.736 0.689 1.124 -1.209
N -0.445 1.212 -1.651 3.324 -1.451 3.054
C -0.729 -1.109 0.813 -2.418 1.931 -0.295
N 1.805 -0.625 0.576 -1.946 -2.471 2.582
H 2.140 -1.629 0.384 -0.259 1.917 1.379
S -1.162 0.144 -2.695 -1.438 -1.537 -0.060
H 1.345 2.039 1.249 -1.269 -0.765 -3.323
H -1.987 0.567 0.422 -0.469 -4.038 -1.551
N -2.017 -0.565 0.093 1.685 3.554 2.341
H -0.856 -2.155 1.022 0.382 -0.650 -0.533
H 2.377 1.666 -0.210 -2.923 0.044 0.198
C 0.457 -0.658 -0.069 0.392 -0.490 -1.233
H 1.463 -0.481 1.653 2.004 -0.909 -2.949
H -2.925 -0.895 0.406 0.396 -0.373 0.505
H 0.972 2.758 -0.539 -0.238 0.075 0.594
H -0.730 -0.649 1.808 0.511 0.139 -0.045
C 1.194 1.843 0.015 3.162 0.133 1.234
```
Forces are in eV/Å.

Now the Löwdin charges, all in e: -0.41 0.13 -0.10 -0.40 -0.19 -0.01 0.10 0.65 0.12 0.17 -0.09 0.10 0.11 -0.41 0.13 0.06 0.04 0.10 -0.10